Record 1
Computed, not measured: a structure of composition C2H3FINO at a distorted geometry, with ωB97M-V with the def2-TZVPD basis set.

```
9
Properties=species:S:1:pos:R:3:mulliken_charge:R:1
C -1.43643 0.09216 -0.08825 0.513
C 1.15091 0.87805 0.49213 -0.347
N -1.00486 -1.04987 -0.44614 -0.148
O -2.22375 0.92973 0.10132 -0.287
F 1.42071 1.90897 -0.35468 -0.229
I 2.25626 -0.88470 -0.02196 -0.052
H 1.40500 1.19118 1.50134 0.187
H 0.02877 -1.25039 -0.41832 0.127
H -1.59662 -1.81513 -0.76544 0.236
```

Results
Total charge = 0
Highest occupied orbital energy (alpha / beta) = -7.60 / -7.48 eV

---

Record 2
Computed, not measured: a structure of composition C37H28AuN2P2S2Te at a distorted geometry, with ωB97M-V with the def2-TZVPD basis set.

```
73
Properties=species:S:1:pos:R:3:mulliken_charge:R:1
Au 1.76711 1.03953 0.14732 0.461
S 4.15215 1.66002 0.16752 -0.382
C 3.34788 3.18325 0.04149 0.349
N 2.03308 3.12675 0.03479 -0.012
C 1.42523 4.36731 -0.09797 -0.679
C 0.06192 4.63528 -0.13628 0.268
C -0.33887 5.95060 -0.27508 -0.821
C 0.59569 6.98559 -0.36480 -0.502
C 1.95288 6.72493 -0.32143 -0.529
C 2.36017 5.40276 -0.19029 0.656
S 3.98793 4.77168 -0.10732 -0.202
H -0.66501 3.83747 -0.04742 0.455
H -1.39437 6.18343 -0.31706 0.427
H 0.25469 8.00700 -0.46164 0.391
H 2.67567 7.52637 -0.39095 0.401
Te -1.60163 -2.28226 1.84767 0.431
C -2.37617 -3.47592 0.29044 0.129
C -2.10779 -4.83539 0.25455 -0.264
C -2.61536 -5.58366 -0.80246 -0.432
N -3.34110 -5.07140 -1.78959 -0.587
C -3.60381 -3.76658 -1.73529 -0.349
C -3.15628 -2.93290 -0.72287 -0.255
C -0.43971 -1.04839 0.65396 -0.693
P -0.57573 0.52403 -0.00615 0.693
C -0.46308 0.47233 -1.83423 0.649
C -0.92802 -0.66020 -2.49926 -0.817
C -0.86609 -0.73108 -3.88351 -0.665
C -0.35167 0.33294 -4.61187 -0.750
C 0.09763 1.47039 -3.95544 -0.560
C 0.04421 1.54198 -2.57132 -0.038
C -2.12012 1.37018 0.32078 0.704
C -2.96015 1.78072 -0.71413 -0.530
C -4.18686 2.35043 -0.40848 -0.843
C -4.56680 2.52562 0.91495 -0.573
C -3.71813 2.14529 1.94713 -0.726
C -2.49209 1.57714 1.65159 -0.455
P 1.29666 -1.16391 0.75172 1.245
C 1.82328 -2.75469 0.11602 0.606
C 2.22341 -3.79062 0.95686 -0.563
C 2.43132 -5.05661 0.42943 -0.754
C 2.24332 -5.28760 -0.92539 -0.549
C 1.84994 -4.25387 -1.76667 -0.807
C 1.63992 -2.98868 -1.24818 -0.225
C 1.94160 -0.98592 2.43948 0.636
C 3.29546 -1.22238 2.68160 -0.347
C 3.83952 -0.94480 3.92451 -0.778
C 3.04405 -0.40558 4.92669 -0.538
C 1.70455 -0.13934 4.68231 -0.783
C 1.15589 -0.42285 3.44092 -0.137
H -1.50219 -5.31368 1.01340 0.379
H -2.41615 -6.64845 -0.85607 0.382
H -4.21446 -3.36920 -2.53926 0.393
H -3.42338 -1.88283 -0.72634 0.450
H -1.32267 -1.49307 -1.93020 0.636
H -1.22076 -1.61856 -4.39155 0.500
H -0.30091 0.27595 -5.69103 0.382
H 0.48982 2.30519 -4.52099 0.460
H 0.39251 2.44131 -2.07563 0.121
H -2.66942 1.64857 -1.74719 0.443
H -4.84617 2.65826 -1.20878 0.471
H -5.52824 2.96626 1.14330 0.417
H -4.01356 2.28986 2.97727 0.450
H -1.82178 1.29506 2.45512 0.304
H 2.35282 -3.62150 2.01705 0.404
H 2.73995 -5.86331 1.08066 0.434
H 2.40534 -6.27813 -1.32963 0.427
H 1.70574 -4.43594 -2.82306 0.457
H 1.33403 -2.18040 -1.90269 0.327
H 3.92950 -1.62403 1.89926 0.555
H 4.88743 -1.14032 4.10801 0.433
H 3.46966 -0.19008 5.89756 0.415
H 1.08554 0.29244 5.45737 0.442
H 0.11107 -0.20177 3.25681 -0.036
```

Results
Total charge = +1
Highest occupied orbital energy = -10.66 eV

---

Record 3
Computed, not measured: a cluster of 2 separate species, C4H3N in total at a distorted geometry, with ωB97M-V with the def2-TZVPD basis set.

```
8
Properties=species:S:1:pos:R:3:mulliken_charge:R:1
C -1.54387 -0.27547 -1.17939 -0.206
C -0.96441 -1.46917 -0.74247 0.035
N -1.82507 -0.83814 0.06693 -0.208
H -0.22966 -2.10828 -0.57903 0.369
C 1.17489 0.71432 1.02116 -0.254
C 1.13458 1.44075 0.07862 -0.474
H 0.92444 0.13185 1.80858 0.451
H 1.32911 2.40413 -0.47441 0.288
```

Results
Total charge = 0
Highest occupied orbital energy = -9.81 eV

---

It is found that the relative energy (zero: lowest compared OMol25 entry of this formula, charge and spin) values, taken in the order of the records, are 223.9; 55.8; 487.3 kJ/mol.